(1)
C27H42BaN9O3P2SSb as an isolated structure at a distorted geometry, computed with ωB97M-V/def2-TZVPD.

Each line ends with the Löwdin charge.
Atoms and positions in Å:
Ba -0.029 0.672 1.673  1.79
C -4.912 -0.629 -0.866  -0.09
N -3.694 -0.929 -0.104  -0.29
C -3.811 -2.150 0.707  -0.07
P -2.243 -0.568 -0.785  0.47
O -1.133 -0.982 0.123  -0.52
O -2.331 1.053 -0.983  -0.28
P -2.305 2.407 -0.041  0.47
O -0.888 2.611 0.386  -0.50
N -3.026 3.500 -0.993  -0.30
C -3.277 4.832 -0.409  -0.06
C -2.698 3.565 -2.426  -0.05
N -3.265 2.206 1.296  -0.27
C -2.845 1.351 2.413  -0.17
C -4.732 2.276 1.161  -0.07
N -1.999 -1.070 -2.313  -0.28
C -1.501 -2.439 -2.503  -0.07
C -2.726 -0.534 -3.464  -0.07
H -5.751 -0.566 -0.175  0.09
H -5.132 -1.409 -1.600  0.09
H -4.816 0.328 -1.376  0.08
H -4.596 -2.002 1.450  0.09
H -2.872 -2.352 1.215  0.07
H -4.077 -3.014 0.092  0.10
H -3.542 4.745 0.641  0.08
H -4.110 5.286 -0.944  0.10
H -2.397 5.471 -0.503  0.10
H -2.540 2.569 -2.826  0.06
H -1.802 4.166 -2.593  0.10
H -3.538 4.026 -2.945  0.10
H -2.529 0.360 2.069  0.01
H -3.717 1.138 3.029  0.11
H -2.106 1.799 3.079  0.05
H -5.002 2.714 0.205  0.08
H -5.140 2.898 1.958  0.10
H -5.175 1.281 1.224  0.08
H -0.903 -2.744 -1.646  0.07
H -0.869 -2.461 -3.393  0.09
H -2.321 -3.147 -2.646  0.10
H -3.088 0.469 -3.254  0.06
H -3.572 -1.171 -3.732  0.09
H -2.051 -0.482 -4.319  0.09
S 3.122 0.909 1.727  -0.09
Sb 3.548 -0.548 0.044  1.25
C 2.502 -2.327 0.455  -0.36
C 1.905 -2.471 1.704  -0.18
C 1.164 -3.609 1.996  -0.07
C 1.022 -4.606 1.042  -0.06
C 1.632 -4.473 -0.200  -0.06
C 2.373 -3.338 -0.495  -0.12
C 5.573 -0.811 -0.341  -0.37
C 5.974 -1.148 -1.631  -0.12
C 7.321 -1.344 -1.895  -0.06
C 8.254 -1.202 -0.876  -0.05
C 7.848 -0.862 0.407  -0.06
C 6.503 -0.665 0.681  -0.12
C 2.708 0.172 -1.739  -0.36
C 1.620 -0.447 -2.346  -0.12
C 1.094 0.081 -3.518  -0.07
C 1.646 1.222 -4.081  -0.06
C 2.725 1.848 -3.468  -0.06
C 3.256 1.324 -2.300  -0.11
H 2.052 -1.708 2.465  0.05
H 0.720 -3.728 2.976  0.11
H 0.457 -5.500 1.270  0.11
H 1.543 -5.263 -0.935  0.12
H 2.854 -3.256 -1.463  0.11
H 5.252 -1.246 -2.434  0.10
H 7.641 -1.603 -2.895  0.11
H 9.305 -1.354 -1.085  0.12
H 8.579 -0.746 1.195  0.12
H 6.195 -0.385 1.681  0.10
H 1.179 -1.339 -1.915  0.07
H 0.262 -0.412 -4.003  0.09
H 1.243 1.622 -5.002  0.11
H 3.159 2.737 -3.905  0.12
H 4.101 1.821 -1.835  0.11
N -0.993 1.470 7.208  0.15
N -0.069 1.138 6.239  -0.28
N 1.217 1.325 6.402  0.15
C 1.686 0.995 5.207  -0.19
N 0.709 0.591 4.387  -0.15
N -0.422 0.700 5.071  0.04
H -0.479 1.632 8.067  0.11
H -1.642 0.700 7.317  0.11
H 2.729 1.029 4.942  0.11

The charge is +2. Its HOMO-LUMO gap is 9.245 eV. Its spin multiplicity is 1. For the LUMO energy, the calculation gives -4.18 eV. As for the total energy: -3118.9423 Ha. For the molecular weight, the calculation gives 893.8 g/mol.

(2)
C27H42Br2CuF5I3O4 as an isolated structure at a distorted geometry, computed with ωB97M-V/def2-TZVPD.

Each line ends with the Mulliken spin population.
Atoms and positions in Å:
C -0.730 3.520 2.623  0.00
C -0.308 2.411 2.659  0.00
C 0.202 1.055 2.703  0.00
C 0.120 0.328 1.354  0.00
O 0.505 1.210 0.367  0.00
C 1.900 1.544 0.368  0.00
C 2.202 2.740 -0.513  0.00
C 1.928 2.409 -1.971  0.00
C 1.597 4.054 0.038  0.00
C 0.591 4.841 -0.801  0.00
C 0.324 6.182 -0.096  0.00
C -0.724 4.074 -0.984  0.00
O 1.048 -0.779 1.301  0.00
C 1.513 -1.420 2.385  0.00
I -0.121 -2.522 3.503  0.00
C 2.490 -2.532 2.005  0.00
C 3.126 -2.299 0.645  0.00
C 4.335 -3.224 0.452  0.00
C 4.427 -3.773 -0.961  0.00
F 3.803 -2.970 -1.858  0.00
F 5.725 -3.850 -1.332  0.00
C 3.824 -5.193 -1.108  0.00
F 3.402 -5.418 -2.346  0.00
F 4.712 -6.118 -0.772  0.00
F 2.759 -5.315 -0.286  0.00
C -1.285 -0.272 1.015  -0.01
C -2.501 0.358 1.677  -0.02
O -2.535 0.027 3.054  0.00
C -3.126 1.019 3.897  0.00
O -1.495 -0.294 -0.401  -0.02
C -2.373 -1.318 -0.842  0.14
C -1.614 -2.436 -1.577  0.01
Br -0.404 -3.298 -0.323  0.00
C -2.554 -3.447 -2.271  0.00
C -2.231 -4.916 -2.144  0.00
Br -2.567 -3.022 -4.185  0.00
C -3.462 -0.708 -1.772  -0.12
I -5.419 -0.730 -0.835  0.44
C -3.184 0.697 -2.232  -0.02
C -2.128 0.713 -3.308  0.00
I -5.049 1.380 -3.136  0.60
H -1.019 4.542 2.619  0.00
H -0.291 0.507 3.501  0.00
H 1.254 1.123 2.979  0.00
H 2.471 0.691 0.012  0.00
H 2.246 1.776 1.377  0.00
H 3.281 2.848 -0.431  0.00
H 2.081 3.264 -2.619  0.00
H 0.934 2.017 -2.098  0.00
H 2.618 1.633 -2.296  0.00
H 1.123 3.874 1.002  0.00
H 2.429 4.725 0.229  0.00
H 1.019 5.096 -1.766  0.00
H 0.070 6.968 -0.798  0.00
H 1.193 6.502 0.469  0.00
H -0.484 6.082 0.624  0.00
H -0.569 3.008 -0.860  0.00
H -1.115 4.222 -1.991  0.00
H -1.478 4.411 -0.280  0.00
H 1.925 -0.752 3.130  0.00
H 1.993 -3.497 2.009  0.00
H 3.256 -2.556 2.777  0.00
H 3.433 -1.265 0.537  0.00
H 2.391 -2.483 -0.130  0.00
H 5.255 -2.676 0.618  0.00
H 4.298 -4.046 1.157  0.00
H -1.247 -1.308 1.327  0.00
H -2.564 1.428 1.500  0.00
H -3.379 -0.093 1.207  0.01
H -3.509 0.509 4.774  0.00
H -2.399 1.766 4.193  0.00
H -3.959 1.506 3.400  0.00
H -2.875 -1.754 0.020  -0.01
H -0.959 -1.982 -2.307  0.00
H -3.569 -3.292 -1.916  0.00
H -1.241 -5.148 -2.516  0.00
H -2.938 -5.469 -2.751  0.00
H -2.351 -5.256 -1.122  0.00
H -3.622 -1.301 -2.660  -0.01
H -3.006 1.393 -1.428  -0.02
H -1.211 0.303 -2.904  0.00
H -2.428 0.069 -4.130  0.00
H -1.951 1.707 -3.696  0.01
Cu -1.829 -1.802 5.248  0.00

The charge is +2. Its HOMO-LUMO gap (spin up / spin down) is 7.564 / 5.241 eV. Its spin multiplicity is 2. As for the expectation value of S²: 0.76. For the LUMO energy (spin up / spin down), the calculation gives -7.00 / -9.32 eV. As for the total energy: -9535.1484 Ha. For the molecular weight, the calculation gives 1129.7 g/mol.

(3)
A 7-piece molecular cluster, C27H42Cl18NO7S2 overall at a distorted geometry, computed with ωB97M-V/def2-TZVPD.

Each line ends with the Mulliken spin population.
Atoms and positions in Å:
C 4.194 -4.774 1.755  0.00
C 3.557 -3.391 2.009  0.00
O 4.239 -2.418 2.054  0.00
O 2.184 -3.367 2.147  0.00
C 1.605 -3.351 0.820  0.00
C 0.185 -3.958 0.867  0.00
C -0.984 -2.960 0.746  0.00
C -1.098 -2.159 -0.592  -0.05
S -0.265 -0.494 -0.300  0.01
C -1.223 0.470 0.935  0.00
C -1.122 1.995 0.619  0.00
O -1.049 2.406 -0.493  0.00
O -1.163 2.857 1.690  0.00
C -0.057 2.711 2.599  0.00
C 0.652 4.070 2.758  0.00
C -0.340 5.078 3.403  0.00
O 1.013 4.527 1.437  0.00
C 2.233 3.994 1.058  0.00
O 3.236 4.494 1.466  0.00
C 2.294 2.761 0.168  0.00
S 3.806 2.772 -0.848  0.00
C -0.371 -2.756 -1.822  0.05
C -1.175 -3.786 -2.668  0.01
C -0.413 -3.882 -4.027  -0.01
C -1.109 -5.228 -2.098  0.02
N -2.542 -3.354 -2.994  0.36
O -2.595 -2.529 -3.978  0.56
C -3.323 -2.909 -1.822  0.01
C -4.572 -2.170 -2.393  -0.01
C -3.925 -4.092 -1.000  0.01
C -2.598 -1.857 -0.918  0.05
H 5.142 -4.879 2.281  0.00
H 4.303 -4.853 0.665  0.00
H 3.455 -5.521 2.076  0.00
H 1.658 -2.336 0.407  0.00
H 2.216 -3.987 0.154  0.00
H 0.156 -4.781 0.146  0.00
H 0.093 -4.431 1.857  0.00
H -1.901 -3.502 1.022  0.00
H -0.848 -2.223 1.553  0.00
H -2.274 0.156 0.952  0.00
H -0.778 0.310 1.927  0.00
H 0.656 1.930 2.292  0.00
H -0.466 2.370 3.565  0.00
H 1.559 3.965 3.370  0.00
H -1.049 4.563 4.107  0.00
H 0.243 5.785 3.996  0.00
H -0.893 5.647 2.642  0.00
H 2.216 1.840 0.763  0.00
H 1.419 2.791 -0.498  0.00
H 3.609 1.666 -1.606  0.00
H -0.177 -1.911 -2.505  0.01
H 0.609 -3.201 -1.613  -0.01
H 0.542 -4.412 -3.894  0.00
H -1.029 -4.376 -4.784  0.00
H -0.139 -2.887 -4.399  0.00
H -1.482 -5.968 -2.814  -0.01
H -0.034 -5.438 -1.974  0.00
H -1.547 -5.320 -1.100  0.00
H -4.323 -1.158 -2.704  0.01
H -5.255 -2.082 -1.545  0.00
H -5.017 -2.749 -3.211  0.00
H -3.239 -4.488 -0.246  0.00
H -4.139 -4.894 -1.724  -0.01
H -4.880 -3.816 -0.546  0.00
H -2.667 -0.889 -1.431  0.00
H -3.162 -1.803 0.025  0.00
C 7.897 1.754 -1.392  0.00
Cl 9.337 2.705 -1.762  0.00
Cl 7.342 2.078 0.252  0.00
Cl 6.610 2.096 -2.554  0.00
H 8.155 0.705 -1.465  0.00
C -5.238 2.733 -1.232  0.00
Cl -6.023 1.180 -0.971  0.00
Cl -5.833 3.934 -0.082  0.00
Cl -3.483 2.583 -1.085  0.00
H -5.470 3.069 -2.236  0.00
C 7.599 -1.440 1.304  0.00
Cl 7.949 -2.432 2.721  0.00
Cl 9.094 -1.003 0.467  0.00
Cl 6.507 -2.281 0.210  0.00
H 7.116 -0.529 1.636  0.00
C 0.119 8.840 2.604  0.00
Cl -0.328 10.342 3.417  0.00
Cl 1.398 8.016 3.497  0.00
Cl -1.306 7.807 2.382  0.00
H 0.506 9.090 1.625  0.00
C -3.307 1.502 -5.167  0.00
Cl -5.062 1.363 -4.990  0.00
Cl -2.850 3.173 -5.508  0.00
Cl -2.491 0.916 -3.721  0.00
H -3.002 0.888 -6.005  0.00
C -3.322 2.968 4.023  0.00
Cl -3.955 2.176 5.472  0.00
Cl -4.458 2.821 2.687  0.00
Cl -2.942 4.659 4.349  0.00
H -2.409 2.471 3.740  0.00

Its HOMO-LUMO gap (spin up / spin down) is 9.031 / 8.980 eV. Its spin multiplicity is 2. As for the expectation value of S²: 0.75. For the LUMO energy (spin up / spin down), the calculation gives 0.18 / -0.10 eV. As for the total energy: -10715.0796 Ha. For the molecular weight, the calculation gives 1194.9 g/mol.

(4)
C27H42Cl3N4O3SSiTl as an isolated structure at a distorted geometry, computed with ωB97M-V/def2-TZVPD.

Each line ends with the Löwdin charge.
Atoms and positions in Å:
C 4.442 -0.147 -2.767  -0.05
C 3.249 0.759 -2.701  -0.21
H 5.170 0.230 -3.499  0.07
H 4.167 -1.162 -3.087  0.08
H 4.968 -0.203 -1.807  0.08
C 3.042 1.669 -3.671  -0.12
C 3.864 1.813 -4.904  -0.11
H 2.302 2.464 -3.556  0.11
H 4.027 0.847 -5.405  0.08
H 4.839 2.274 -4.689  0.09
H 3.355 2.487 -5.603  0.07
Tl 0.107 -0.242 3.538  0.17
Cl 0.712 -1.080 5.782  0.00
Cl -1.058 -2.177 2.563  0.08
H -4.823 -2.038 5.070  0.10
H -2.870 -3.484 7.689  0.09
C -4.037 -2.799 4.978  -0.05
C -2.362 -3.490 6.712  -0.05
N -2.911 -2.467 5.829  -0.19
H -3.719 -2.864 3.928  0.07
C -2.398 -1.222 5.789  -0.42
O -2.653 -0.375 4.926  -0.06
H -1.294 -3.300 6.867  0.07
H -1.674 -1.029 6.608  0.08
H -4.416 -3.769 5.311  0.08
H -2.513 -4.472 6.250  0.09
H 0.677 -2.264 -3.664  0.08
H 1.156 0.080 -5.401  0.08
C -0.330 -2.203 -4.097  -0.04
C 0.236 -0.433 -5.726  -0.04
N -0.562 -0.853 -4.578  -0.19
H -1.080 -2.468 -3.350  0.09
C -1.562 -0.093 -4.059  -0.32
O -2.176 -0.382 -3.018  -0.03
H -0.345 0.250 -6.358  0.09
H -1.756 0.826 -4.659  0.14
H -0.360 -2.899 -4.945  0.10
H 0.526 -1.334 -6.281  0.09
O 1.836 -0.638 -1.165  -0.16
C 2.388 0.675 -1.425  -0.23
C 0.364 1.623 -2.569  -0.08
C 1.212 1.621 -1.466  -0.20
H 0.552 0.889 -3.359  0.09
C -0.586 2.638 -2.720  -0.07
H 3.037 0.943 -0.577  0.16
C 0.964 2.477 -0.401  -0.04
H -1.183 2.691 -3.635  0.10
C -0.774 3.556 -1.690  -0.10
C -0.038 3.440 -0.511  -0.07
H 1.582 2.396 0.491  0.05
H -1.540 4.334 -1.787  0.11
H -0.240 4.097 0.335  0.11
Si 2.176 -2.033 -0.438  0.35
Cl 1.473 1.562 2.970  0.10
C 0.840 -3.211 -1.013  -0.14
C 2.145 -1.959 1.435  -0.19
C 3.903 -2.607 -0.850  -0.17
H -0.168 -2.899 -0.692  0.04
H 1.025 -4.205 -0.579  0.04
H 0.799 -3.321 -2.101  0.00
H 4.059 -2.877 -1.898  0.03
H 4.069 -3.487 -0.212  0.04
H 4.655 -1.857 -0.572  0.03
H 2.510 -1.016 1.879  0.01
H 2.788 -2.779 1.794  0.05
H 1.144 -2.195 1.852  -0.10
N -1.398 0.090 -0.227  0.16
C -1.976 0.844 0.691  -0.66
N -1.592 1.000 1.952  0.00
C -2.278 2.016 2.584  -0.32
C -1.973 2.546 3.850  -0.05
C -2.658 3.665 4.296  -0.08
C -3.663 4.249 3.505  -0.09
C -3.964 3.732 2.238  -0.10
C -3.269 2.624 1.776  -0.47
S -3.335 1.849 0.222  1.10
H -1.769 0.012 -1.181  0.07
H -0.510 -0.362 -0.012  0.09
H -1.201 2.056 4.451  0.07
H -2.416 4.086 5.275  0.11
H -4.194 5.131 3.866  0.10
H -4.738 4.153 1.607  0.10

Its HOMO-LUMO gap is 6.786 eV. Its spin multiplicity is 1. For the LUMO energy, the calculation gives -0.99 eV. As for the total energy: -3739.6595 Ha. For the molecular weight, the calculation gives 841.6 g/mol.

(5)
A 7-piece molecular cluster, C27H43Br12N2O2P overall at a distorted geometry, computed with ωB97M-V/def2-TZVPD.

Each line ends with the Löwdin charge.
Atoms and positions in Å:
C 4.914 5.329 -0.308  0.00
C 4.025 4.263 -0.336  -0.11
C 2.656 4.423 -0.764  -0.18
C 2.090 5.671 -0.846  -0.05
C 0.751 5.846 -1.262  -0.27
P 0.299 7.623 -1.286  0.86
O -1.238 7.717 -0.693  -0.29
O 0.029 7.750 -2.894  -0.26
C -0.052 4.785 -1.616  -0.12
C -1.479 5.022 -2.049  -0.31
C -1.840 4.337 -3.383  -0.07
C -2.554 4.661 -0.974  -0.15
C -2.107 3.936 0.295  -0.24
C -1.384 4.821 1.334  -0.09
C 0.518 3.479 -1.527  -0.14
N -0.241 2.395 -1.857  0.14
C 0.308 1.223 -1.738  -0.11
C 1.635 1.051 -1.285  -0.15
N 2.406 2.059 -0.981  0.14
C 1.853 3.293 -1.097  -0.15
H 5.301 5.781 -1.216  0.06
H 5.273 5.677 0.657  0.04
H 4.352 3.264 -0.055  0.08
H 2.676 6.536 -0.562  0.09
H -1.168 8.041 0.213  0.04
H -0.080 8.680 -3.126  0.05
H -1.602 6.079 -2.264  0.09
H -2.790 4.757 -3.722  0.08
H -1.087 4.549 -4.143  0.08
H -1.987 3.270 -3.262  0.06
H -3.026 5.595 -0.658  0.11
H -3.344 4.074 -1.446  0.11
H -1.502 3.059 0.088  0.08
H -3.015 3.559 0.771  0.10
H -1.241 5.841 0.988  0.04
H -0.405 4.398 1.568  0.07
H -1.925 4.822 2.280  0.07
H -0.294 0.357 -1.996  0.08
H 2.066 0.062 -1.167  0.00
Br 1.374 -2.091 -2.101  0.74
C 1.561 -4.022 -2.261  -0.68
C 0.239 -4.696 -2.510  -0.70
Br -0.842 -4.776 -0.897  0.62
H 2.037 -4.364 -1.348  0.05
H 2.232 -4.179 -3.102  0.06
H 0.393 -5.729 -2.812  0.06
H -0.354 -4.183 -3.261  0.05
Br 8.681 4.123 0.326  0.62
C 8.333 2.615 1.498  -0.73
C 6.868 2.496 1.826  -0.68
Br 6.306 3.831 3.125  0.60
H 8.947 2.755 2.381  -0.02
H 8.676 1.738 0.952  0.06
H 6.656 1.535 2.292  0.06
H 6.236 2.622 0.954  0.03
Br -6.150 -3.640 0.903  0.61
C -4.914 -5.050 0.375  -0.68
C -4.456 -5.865 1.554  -0.75
Br -3.144 -4.909 2.627  0.60
H -4.090 -4.566 -0.140  0.03
H -5.465 -5.674 -0.327  0.04
H -3.953 -6.767 1.213  -0.04
H -5.269 -6.133 2.220  -0.02
Br 11.777 0.631 2.739  0.62
C 10.973 -0.133 4.336  -0.69
C 9.536 0.289 4.484  -0.69
Br 9.378 2.129 5.089  0.65
H 11.584 0.177 5.177  0.05
H 11.041 -1.211 4.211  0.06
H 9.037 -0.310 5.242  0.06
H 8.990 0.217 3.548  0.04
Br -4.063 -9.184 0.229  0.67
C -4.993 -10.027 1.715  -0.67
C -6.487 -9.940 1.560  -0.67
Br -7.153 -8.159 1.959  0.69
H -4.639 -9.548 2.622  0.06
H -4.674 -11.067 1.704  0.06
H -6.982 -10.599 2.268  0.06
H -6.814 -10.175 0.552  0.05
Br -8.735 -3.868 -2.388  0.61
C -9.721 -5.333 -1.585  -0.70
C -8.806 -6.266 -0.842  -0.72
Br -7.783 -7.396 -2.051  0.59
H -10.263 -5.826 -2.386  0.05
H -10.427 -4.873 -0.898  0.06
H -9.381 -6.949 -0.221  0.05
H -8.085 -5.736 -0.226  0.00

The SMILES is C=Cc1cc(P(O)O)c([C@@H](C)CCC)c2nccnc12.BrCCBr.BrCCBr.BrCCBr.BrCCBr.BrCCBr.BrCCBr. Its HOMO-LUMO gap is 6.572 eV. Its spin multiplicity is 1. For the LUMO energy, the calculation gives -0.56 eV. As for the total energy: -32544.0791 Ha. For the molecular weight, the calculation gives 1417.5 g/mol.